The following is a DFT calculation (ωB97M-V with the def2-TZVPD basis set) of a structure of composition C17H34CoN4OPS3Sb.

## Properties
DFT total energy ... -112152.0811 eV
Energy relative to the best compared isomer or geometry (same formula, charge and spin) ... 0.1990 eV
⟨S²⟩ ... 2.481

Geometry as ORCA input:
```
! RIJCOSX wB97M-V def2-TZVPD def2/J DEFGRID3
* xyz -1 3
Co -0.856 -2.342 0.398
S -0.334 -6.271 1.739
Sb -2.319 -5.154 1.517
S -1.875 -2.827 2.256
S -2.072 -3.941 -0.637
C 1.899 0.646 -0.216
C 0.768 1.597 -0.660
C 1.234 3.042 -0.464
C 0.561 1.330 -2.161
P -0.848 1.023 0.191
N -1.061 -0.492 0.068
C -2.291 1.879 -0.716
C -3.521 1.798 0.205
C -2.095 3.343 -1.135
C -2.638 1.029 -1.952
C -0.833 1.617 1.985
C -1.928 0.855 2.761
C -1.013 3.122 2.207
C 0.509 1.180 2.592
H 2.599 0.493 -1.049
H 1.496 -0.318 0.078
H 2.472 1.040 0.622
H 2.103 3.219 -1.112
H 1.561 3.221 0.560
H 0.478 3.785 -0.719
H 1.534 1.384 -2.666
H -0.090 2.069 -2.630
H 0.139 0.334 -2.331
H -3.461 2.493 1.041
H -3.662 0.786 0.593
H -4.409 2.067 -0.380
H -1.774 3.981 -0.311
H -3.054 3.738 -1.498
H -1.376 3.451 -1.950
H -2.543 -0.034 -1.717
H -2.005 1.256 -2.810
H -3.676 1.232 -2.244
H -2.881 1.382 2.755
H -1.615 0.753 3.806
H -2.080 -0.152 2.370
H -1.985 3.478 1.864
H -0.242 3.722 1.727
H -0.961 3.321 3.285
H 0.719 0.122 2.404
H 0.459 1.324 3.678
H 1.340 1.781 2.223
C 4.241 -3.350 0.946
N 3.219 -3.211 -0.090
C 3.455 -3.506 -1.380
C 2.496 -3.412 -2.309
C 1.188 -3.017 -1.868
N 0.931 -2.725 -0.614
C 1.940 -2.804 0.337
O 1.777 -2.530 1.506
N 0.191 -2.903 -2.756
H 5.197 -3.550 0.468
H 3.983 -4.163 1.622
H 4.294 -2.435 1.526
H 4.467 -3.809 -1.622
H 2.695 -3.641 -3.346
H 0.299 -3.380 -3.634
H -0.743 -2.923 -2.351
*
```